Here is a molecular structure, C20H46NdO4P4 from OMol25. Energies are from wB97M-V/def2-TZVPD.

The geometry in XYZ format:
```
75
Properties=species:S:1:pos:R:3:forces:R:3:mulliken_spin:R:1
Nd 0.52759 1.15361 1.15308 0.6 -1.3 -0.4 3.03
P 0.31567 0.26190 -1.92158 0.2 -0.4 -0.8 0.00
P -1.66447 2.83530 -0.14345 -0.7 0.5 0.0 0.00
P 1.38326 -1.55598 1.24319 0.0 -0.3 0.5 -0.01
H -2.69510 0.45830 1.59248 0.4 0.2 0.1 0.00
C -1.82972 0.09864 2.15877 -0.1 0.7 2.1 0.00
C -1.16091 0.88183 3.07219 -1.6 -1.4 -0.5 0.00
H -1.41206 1.93355 3.24218 -0.1 -0.2 -0.2 0.00
C -1.02108 -0.87184 -2.52919 0.0 0.2 0.4 0.00
C 0.27045 1.63226 -3.16261 0.0 0.0 0.3 0.00
C 1.84816 -0.61305 -2.47112 0.0 0.2 0.2 0.00
C -2.53663 3.57130 1.30730 0.1 0.0 0.0 0.00
C -1.07078 4.32272 -1.04660 0.0 -0.1 0.0 0.00
C -3.04453 2.11874 -1.15222 0.2 -0.2 0.0 0.00
C 1.25270 -1.77727 3.07779 0.0 -0.1 0.0 0.00
C 3.18153 -1.55810 0.90623 0.0 -0.2 -0.1 0.00
C 0.52000 -2.96515 0.45038 0.0 -0.1 0.0 0.00
H -1.67166 -0.98417 2.08035 0.3 0.4 0.0 0.00
H -0.39494 0.47571 3.74979 -0.2 0.0 -0.3 0.00
H -0.90131 -1.12035 -3.59674 0.1 0.2 0.4 0.00
H -1.99953 -0.38523 -2.38259 0.3 -0.3 -0.1 0.00
H -0.99908 -1.80532 -1.94243 -0.1 0.3 -0.3 0.00
H 0.42952 1.25659 -4.18284 -0.1 0.0 0.3 0.00
H 1.07630 2.34299 -2.92933 -0.2 -0.1 -0.2 0.00
H -0.69081 2.16277 -3.12507 0.3 -0.1 -0.1 0.00
H 1.85328 -0.78184 -3.55699 -0.1 0.0 0.3 0.00
H 1.95087 -1.57803 -1.95543 0.0 0.3 -0.2 0.00
H 2.70607 0.02461 -2.21169 -0.1 -0.3 -0.1 0.00
H -3.30212 4.31119 1.02383 0.3 -0.3 0.0 0.00
H -1.78789 4.07612 1.93798 -0.2 -0.1 -0.1 0.00
H -3.00813 2.77783 1.90561 0.0 0.3 -0.2 0.00
H -1.87761 4.86365 -1.55278 0.1 -0.1 0.1 0.00
H -0.32505 4.01645 -1.78965 -0.2 0.1 -0.1 0.00
H -0.58460 5.00547 -0.34211 -0.2 0.0 0.0 0.00
H -3.89013 2.82217 -1.26122 0.5 -0.2 0.1 0.00
H -3.41136 1.20976 -0.63991 0.1 0.4 -0.3 0.00
H -2.69107 1.82541 -2.15720 -0.2 0.2 0.5 0.00
H 1.69447 -2.72602 3.42710 -0.2 0.3 -0.2 0.00
H 0.19816 -1.73848 3.39316 0.3 -0.2 -0.1 0.00
H 1.76872 -0.94674 3.58922 0.0 -0.3 -0.2 0.00
H 3.67094 -2.50650 1.16175 -0.2 0.2 -0.1 0.00
H 3.64530 -0.75333 1.48522 -0.2 -0.1 0.0 0.00
H 3.35865 -1.33613 -0.14905 0.0 -0.2 0.1 0.00
H 0.84961 -3.94974 0.82552 0.0 0.5 -0.1 0.00
H 0.65363 -2.92861 -0.64512 0.0 -0.1 0.5 0.00
H -0.56533 -2.86612 0.64068 0.5 -0.1 0.0 0.00
C -2.03582 -5.87902 -2.02193 -0.6 -0.2 0.1 0.00
C -3.20843 -6.58397 -2.37381 0.5 0.4 0.5 0.00
C -4.09216 -6.95652 -1.35707 0.4 0.1 0.1 0.00
C -3.80605 -6.65198 -0.01767 -0.1 0.0 0.0 0.00
C -2.62741 -5.97611 0.31209 -0.1 -0.1 -0.2 0.00
C -1.73143 -5.60396 -0.68871 -0.2 0.1 -0.2 0.00
O -1.15773 -5.38821 -2.95090 -0.2 -0.2 -0.6 0.00
H -1.44600 -5.66666 -3.83754 0.2 0.1 0.4 0.00
H -3.40961 -6.81357 -3.42191 0.0 0.0 0.3 0.00
H -5.01029 -7.48759 -1.60876 0.3 0.1 0.1 0.00
H -4.50742 -6.94801 0.76671 0.3 0.1 -0.3 0.00
H -2.39036 -5.73210 1.34905 -0.1 -0.2 -0.2 0.00
H -0.78992 -5.09011 -0.47212 -0.4 -0.3 -0.1 0.00
C 4.27056 4.19877 -0.95843 1.1 0.5 -0.6 0.00
O 2.81793 4.11534 -0.90628 -2.7 -2.2 2.0 0.00
P 1.82973 3.17586 -0.09022 1.4 4.2 1.0 0.01
O 1.32817 3.92338 1.30931 1.1 -1.8 -3.5 0.00
C 1.96343 5.10162 1.84622 -0.7 1.3 0.3 0.00
O 2.37154 1.57566 2.11532 -0.7 0.0 -1.2 -0.01
C 3.11521 2.17849 3.15722 0.2 -0.3 0.2 0.00
H 4.45904 4.84744 -1.81260 0.1 -0.1 0.1 0.00
H 4.68537 3.20381 -1.14262 -0.1 0.3 0.2 0.00
H 4.61863 4.67927 -0.04497 0.0 -0.2 -0.1 0.00
H 2.94876 4.92736 2.25045 0.2 -0.4 -0.1 0.00
H 1.96930 5.85031 1.05323 0.1 0.1 0.3 0.00
H 1.29298 5.38450 2.65506 0.2 0.3 0.0 0.00
H 4.01589 2.67185 2.77238 -0.1 -0.2 0.1 0.00
H 2.50443 2.89164 3.71626 0.1 0.0 0.0 0.00
H 3.40267 1.36165 3.82536 0.2 0.3 0.1 0.00
```
Forces are in eV/Å.

- Spin multiplicity: 4
- Total charge: +3
- HOMO level (alpha / beta): -0.5026 / -0.5026 hartree
- Gap between HOMO and LUMO (alpha / beta): 1.9 / 1.9 eV
- <S²>: 3.755